# 1
Density functional theory data (wB97M-V/def2-TZVPD) for a 16-piece molecular cluster, C64H176N16O16 overall at a distorted geometry.

Last column: Mulliken charge in e.
CARTESIAN COORDINATES (ANGSTROEM)
C: 13.936 1.555 28.152  -1.37
C: 14.882 1.436 29.352  0.17
C: 15.898 0.320 29.090  0.44
O: 15.178 -0.880 28.923  -0.49
C: 16.003 -2.008 28.551  -0.50
N: 15.610 2.693 29.493  -0.54
H: 13.023 2.115 28.390  0.43
H: 13.578 0.533 27.915  0.19
H: 14.361 2.131 27.329  0.26
H: 14.361 1.269 30.285  0.45
H: 16.591 0.258 29.926  0.53
H: 16.507 0.531 28.202  -0.72
H: 15.310 -2.799 28.271  0.15
H: 16.500 -2.313 29.465  0.56
H: 16.566 -1.775 27.637  0.07
H: 14.989 3.484 29.449  0.21
H: 16.018 2.775 30.395  0.24
C: 17.355 -3.493 18.271  -1.65
C: 16.449 -4.664 18.400  3.15
C: 15.743 -4.809 17.034  -1.34
O: 14.855 -5.883 17.054  -0.09
C: 14.466 -6.334 15.795  -0.93
N: 17.088 -5.933 18.670  -0.45
H: 16.816 -2.585 17.924  0.19
H: 18.281 -3.656 17.693  0.47
H: 17.734 -3.238 19.237  0.03
H: 15.721 -4.471 19.182  -1.31
H: 16.506 -4.979 16.236  0.58
H: 15.228 -3.892 16.794  0.38
H: 14.090 -7.364 15.920  0.22
H: 15.321 -6.387 15.119  0.35
H: 13.747 -5.735 15.272  0.35
H: 17.873 -5.864 19.281  -0.06
H: 16.431 -6.594 19.080  0.24
C: 16.525 0.830 20.028  -1.36
C: 17.639 -0.110 19.713  3.05
C: 18.278 0.169 18.374  -1.48
O: 19.220 -0.848 18.175  0.12
C: 19.669 -0.973 16.836  -1.04
N: 18.561 -0.101 20.815  0.20
H: 16.805 1.898 19.940  0.47
H: 16.248 0.711 21.083  -0.40
H: 15.585 0.694 19.484  0.48
H: 17.176 -1.107 19.670  -1.80
H: 18.706 1.146 18.370  0.51
H: 17.478 0.023 17.676  0.51
H: 18.804 -1.134 16.190  0.37
H: 20.377 -1.798 16.791  0.22
H: 20.226 -0.061 16.563  0.30
H: 19.411 -0.591 20.531  -0.36
H: 18.782 0.853 21.025  0.24
C: 19.288 1.785 25.925  0.75
C: 18.487 2.364 27.049  1.48
C: 19.064 3.749 27.435  -1.32
O: 20.389 3.667 28.038  -0.23
C: 20.390 3.791 29.471  -0.81
N: 17.131 2.622 26.579  0.77
H: 19.122 0.729 25.732  -0.70
H: 20.373 1.934 26.089  -0.45
H: 18.933 2.356 25.018  -0.02
H: 18.571 1.658 27.856  -0.39
H: 18.380 4.413 27.969  0.58
H: 19.225 4.319 26.525  0.23
H: 21.416 3.627 29.836  0.24
H: 19.743 3.004 29.868  0.29
H: 19.971 4.775 29.741  0.31
H: 16.706 1.941 26.004  -1.13
H: 16.494 2.995 27.305  0.26
C: 12.460 -6.611 24.403  0.36
C: 11.473 -7.700 24.426  0.40
C: 11.840 -8.900 23.581  -1.06
O: 12.196 -8.421 22.283  -0.13
C: 12.249 -9.470 21.357  -0.82
N: 11.164 -8.250 25.793  -0.83
H: 12.150 -5.745 25.028  0.35
H: 12.752 -6.191 23.448  0.00
H: 13.372 -6.992 24.895  -1.03
H: 10.487 -7.341 24.156  0.44
H: 10.950 -9.544 23.558  0.46
H: 12.581 -9.520 24.087  0.15
H: 11.460 -10.198 21.521  0.42
H: 13.217 -9.973 21.487  0.18
H: 12.250 -9.136 20.316  0.22
H: 10.880 -7.475 26.379  0.35
H: 11.957 -8.744 26.188  0.31
C: 16.874 3.193 22.948  0.56
C: 15.619 3.952 23.349  0.16
C: 14.582 2.911 23.756  0.09
O: 14.426 1.805 22.859  0.76
C: 13.789 2.215 21.668  -1.23
N: 15.770 4.844 24.517  -0.72
H: 16.806 2.390 22.227  -0.66
H: 17.204 2.761 23.924  -0.63
H: 17.647 3.929 22.687  0.49
H: 15.218 4.552 22.532  0.55
H: 13.649 3.472 24.020  0.47
H: 14.897 2.436 24.700  -1.11
H: 14.280 2.997 21.129  0.37
H: 12.759 2.513 21.890  0.29
H: 13.628 1.342 21.042  0.23
H: 16.448 4.398 25.128  0.15
H: 16.116 5.751 24.279  0.29
C: 14.367 -2.074 20.834  -0.14
C: 13.420 -2.858 21.697  1.41
C: 12.744 -3.988 20.956  -1.70
O: 13.751 -4.800 20.393  0.07
C: 13.313 -6.110 20.101  -0.91
N: 14.125 -3.414 22.868  2.29
H: 15.215 -2.743 20.509  -1.14
H: 14.774 -1.322 21.461  -0.31
H: 13.786 -1.616 20.032  1.00
H: 12.592 -2.218 22.068  -0.23
H: 12.106 -3.530 20.171  0.38
H: 12.163 -4.516 21.713  0.50
H: 12.732 -6.069 19.152  0.25
H: 12.634 -6.458 20.876  0.58
H: 14.201 -6.718 19.886  -0.03
H: 14.788 -4.124 22.645  -0.83
H: 14.620 -2.687 23.366  -1.06
C: 21.432 -6.170 22.810  0.45
C: 21.293 -6.575 21.356  0.56
C: 20.148 -7.514 21.144  -0.48
O: 20.198 -7.954 19.805  -0.49
C: 19.046 -8.650 19.494  -0.37
N: 21.051 -5.351 20.568  0.08
H: 21.864 -6.885 23.522  -0.36
H: 20.460 -5.979 23.295  -0.23
H: 22.095 -5.280 22.855  -0.27
H: 22.242 -7.055 21.088  0.31
H: 19.186 -7.054 21.341  -0.10
H: 20.166 -8.320 21.874  0.47
H: 19.066 -9.689 19.876  0.26
H: 18.970 -8.734 18.416  0.38
H: 18.171 -8.245 20.017  -0.09
H: 21.727 -4.639 20.752  -0.41
H: 20.907 -5.613 19.583  0.28
C: 21.714 0.233 22.947  -1.46
C: 22.929 -0.003 23.769  0.31
C: 22.880 0.692 25.125  0.42
O: 22.991 2.083 24.924  -0.37
C: 23.256 2.886 26.052  -0.70
N: 23.086 -1.506 23.989  -0.44
H: 21.894 -0.263 21.997  0.01
H: 21.486 1.283 22.874  0.66
H: 20.811 -0.219 23.369  0.23
H: 23.779 0.364 23.179  0.30
H: 23.761 0.297 25.659  0.49
H: 21.959 0.436 25.692  -0.69
H: 22.460 2.806 26.813  0.19
H: 23.285 3.902 25.737  0.26
H: 24.225 2.628 26.539  0.34
H: 24.084 -1.667 24.131  0.28
H: 22.782 -1.990 23.143  -0.10
C: 26.514 -2.765 20.325  -1.56
C: 25.123 -3.030 21.003  0.97
C: 24.048 -2.406 20.135  -1.07
O: 22.760 -2.740 20.656  0.36
C: 21.790 -2.348 19.725  -1.10
N: 24.895 -4.461 21.076  -0.65
H: 27.236 -3.204 21.017  0.46
H: 26.694 -1.698 20.332  0.39
H: 26.565 -3.239 19.338  0.35
H: 25.138 -2.517 22.001  -0.24
H: 24.089 -2.822 19.105  0.44
H: 24.183 -1.315 20.038  0.33
H: 20.823 -2.844 19.909  -0.01
H: 22.139 -2.694 18.744  0.75
H: 21.707 -1.258 19.741  0.26
H: 25.685 -4.888 21.628  0.34
H: 24.042 -4.635 21.630  0.09
C: 15.959 -9.157 28.254  -1.36
C: 14.647 -8.390 28.209  0.08
C: 14.684 -7.306 27.147  1.01
O: 15.394 -6.160 27.585  -0.55
C: 15.837 -5.408 26.509  0.47
N: 13.545 -9.307 27.822  -0.66
H: 16.101 -9.672 27.318  0.30
H: 16.011 -9.915 29.045  0.50
H: 16.833 -8.476 28.262  0.15
H: 14.436 -7.969 29.166  0.35
H: 13.646 -7.151 26.842  0.27
H: 15.152 -7.728 26.248  -0.93
H: 16.582 -4.663 26.809  -0.03
H: 15.059 -4.871 25.977  0.37
H: 16.283 -6.040 25.759  -0.30
H: 12.627 -9.040 28.171  0.28
H: 13.658 -10.175 28.341  0.20
C: 22.825 -8.424 25.371  -1.44
C: 21.884 -9.510 25.808  0.58
C: 20.424 -9.197 25.507  -0.47
O: 20.039 -7.939 26.015  -0.34
C: 18.690 -7.622 25.701  0.19
N: 22.322 -10.776 25.276  -0.68
H: 22.831 -8.557 24.300  0.30
H: 23.822 -8.711 25.708  0.42
H: 22.648 -7.413 25.779  0.22
H: 21.993 -9.698 26.892  0.20
H: 19.841 -10.046 25.895  0.36
H: 20.298 -9.207 24.422  0.06
H: 18.573 -7.604 24.622  0.23
H: 18.458 -6.687 26.161  -0.24
H: 18.027 -8.335 26.224  0.17
H: 22.700 -10.776 24.343  0.24
H: 21.543 -11.397 25.368  0.26
C: 19.890 -4.310 26.986  -0.53
C: 20.855 -3.233 26.582  2.71
C: 21.605 -2.596 27.775  -1.43
O: 20.767 -2.026 28.790  -0.45
C: 20.419 -0.699 28.495  0.01
N: 21.942 -3.731 25.724  -0.79
H: 19.309 -4.643 26.122  -0.65
H: 19.117 -3.881 27.621  0.40
H: 20.324 -5.247 27.380  0.30
H: 20.349 -2.458 26.020  -0.86
H: 22.277 -1.855 27.342  0.34
H: 22.265 -3.371 28.158  0.43
H: 20.333 -0.158 29.437  0.32
H: 19.415 -0.630 28.038  -0.13
H: 21.146 -0.164 27.875  0.05
H: 21.558 -4.322 24.979  0.19
H: 22.338 -2.962 25.158  0.34
C: 16.574 -11.448 21.928  -1.53
C: 16.978 -10.968 23.330  0.36
C: 16.156 -9.712 23.650  0.38
O: 16.464 -8.740 22.690  0.05
C: 15.539 -7.658 22.732  1.05
N: 16.727 -11.929 24.469  -0.70
H: 17.265 -12.296 21.768  0.48
H: 16.579 -10.652 21.206  0.23
H: 15.575 -11.851 21.909  0.29
H: 18.032 -10.666 23.325  0.18
H: 16.413 -9.253 24.622  -0.51
H: 15.073 -9.902 23.610  -0.12
H: 15.911 -6.847 22.085  -0.21
H: 15.542 -7.187 23.736  -0.23
H: 14.525 -7.941 22.379  -0.42
H: 15.757 -12.168 24.381  0.32
H: 17.135 -12.802 24.092  0.33
C: 13.255 -2.384 26.234  0.92
C: 11.918 -2.123 25.569  0.18
C: 11.920 -0.802 24.787  0.15
O: 10.739 -0.717 24.035  -0.49
C: 10.705 0.451 23.293  -0.57
N: 11.652 -3.290 24.715  -0.29
H: 13.200 -3.227 26.936  0.47
H: 13.667 -1.547 26.783  -1.10
H: 13.916 -2.712 25.416  -0.49
H: 11.192 -2.047 26.393  0.33
H: 12.828 -0.745 24.088  -0.42
H: 12.035 0.003 25.487  0.68
H: 11.658 0.661 22.798  -0.04
H: 10.483 1.352 23.849  0.35
H: 9.943 0.378 22.532  0.40
H: 10.926 -3.006 24.035  0.35
H: 12.487 -3.577 24.184  -0.33
C: 17.336 -4.171 23.900  -0.26
C: 17.817 -3.002 23.032  2.19
C: 17.854 -1.760 23.869  -1.46
O: 16.504 -1.410 24.172  0.28
C: 16.348 -0.179 24.829  0.20
N: 19.184 -3.329 22.663  0.57
H: 16.297 -4.135 24.135  -0.57
H: 17.880 -4.168 24.860  -0.33
H: 17.577 -5.106 23.389  0.06
H: 17.193 -2.820 22.123  -0.94
H: 18.404 -0.956 23.407  0.45
H: 18.438 -1.945 24.762  0.24
H: 16.983 0.575 24.334  0.10
H: 16.575 -0.343 25.898  0.03
H: 15.316 0.163 24.761  -0.25
H: 19.322 -4.113 22.046  -0.41
H: 19.579 -2.542 22.161  -0.24

Properties
- energy relative to the best compared isomer or geometry (same formula, charge and spin) (kcal per mole) = 34.5
- largest force on an atom (eV/Å) = 2.471
- highest occupied orbital energy (eV) = -8.49
- gap between HOMO and LUMO (eV) = 9.03
- charge = 0

***

# 2
Density functional theory data (wB97M-V/def2-TZVPD) for C64H33F5I4MoN6OS as an isolated structure at a distorted geometry.

Last column: Mulliken charge in e.
CARTESIAN COORDINATES (ANGSTROEM)
Mo: -0.140 0.385 -0.261  -1.30
I: 9.690 -0.483 -0.458  0.04
C: 7.576 -0.337 -0.488  -0.05
C: 6.978 0.601 -1.310  -0.77
C: 5.602 0.718 -1.298  -0.02
C: 4.824 -0.100 -0.482  -0.62
C: 5.446 -1.054 0.314  -0.11
C: 6.825 -1.174 0.317  -0.78
C: 3.362 0.099 -0.485  0.81
C: 2.543 -0.846 -1.077  0.64
C: 2.945 -2.121 -1.553  -1.94
C: 1.896 -2.624 -2.264  -1.20
C: 0.874 -1.630 -2.280  0.11
C: -0.218 -1.593 -3.156  0.29
C: -0.344 -2.609 -4.203  0.42
C: -1.596 -3.137 -4.538  -0.37
C: -1.736 -4.144 -5.471  -0.72
C: -0.608 -4.647 -6.094  -0.37
I: -0.802 -6.218 -7.502  0.03
C: 0.642 -4.120 -5.825  -0.75
C: 0.766 -3.098 -4.903  -0.54
C: -1.176 -0.557 -3.098  0.18
N: -1.366 0.277 -2.029  1.14
C: -2.394 1.123 -2.389  0.32
C: -2.927 2.130 -1.574  0.27
C: -3.978 3.034 -2.051  0.30
C: -5.186 2.613 -2.609  -0.44
C: -6.135 3.530 -3.025  -0.64
C: -5.892 4.884 -2.877  -0.18
I: -7.346 6.293 -3.517  0.03
C: -4.704 5.336 -2.330  -0.61
C: -3.760 4.415 -1.931  -0.39
C: -2.377 2.460 -0.321  0.22
C: -3.029 3.234 0.673  -1.02
C: -2.118 3.474 1.664  -1.40
C: -0.903 2.870 1.248  0.59
N: -1.105 2.169 0.075  0.21
C: 0.377 3.203 1.672  0.95
C: 1.520 2.676 1.073  0.67
C: 2.838 3.087 1.395  -1.51
C: 3.687 2.219 0.771  -1.56
C: 2.877 1.281 0.077  0.59
N: 1.546 1.586 0.226  0.29
C: 0.476 4.332 2.617  -0.84
C: 0.851 5.581 2.128  0.03
C: 0.787 6.703 2.931  -0.75
C: 0.357 6.567 4.238  -0.08
I: 0.139 8.298 5.440  0.04
C: 0.029 5.333 4.764  -0.67
C: 0.089 4.216 3.947  -0.20
C: -2.806 0.844 -3.720  -1.83
C: -2.051 -0.207 -4.158  -1.63
N: 1.232 -0.589 -1.444  -0.01
H: 7.575 1.237 -1.947  0.39
H: 5.109 1.447 -1.924  0.53
H: 4.845 -1.691 0.947  0.67
H: 7.302 -1.905 0.953  0.38
H: 3.892 -2.587 -1.359  0.58
H: 1.832 -3.596 -2.715  1.06
H: -2.482 -2.762 -4.051  0.58
H: -2.718 -4.536 -5.699  0.44
H: 1.520 -4.494 -6.328  0.41
H: 1.738 -2.656 -4.742  0.67
H: -5.396 1.558 -2.696  0.55
H: -7.065 3.190 -3.456  0.37
H: -4.513 6.395 -2.219  0.39
H: -2.821 4.773 -1.529  0.56
H: -4.059 3.537 0.642  0.79
H: -2.265 4.039 2.563  0.62
H: 3.091 3.908 2.038  0.55
H: 4.758 2.197 0.835  0.54
H: 1.164 5.673 1.099  0.51
H: 1.045 7.674 2.537  0.38
H: -0.288 5.245 5.793  0.39
H: -0.171 3.243 4.337  0.52
H: -3.560 1.374 -4.270  0.67
H: -2.057 -0.651 -5.135  0.72
F: -2.735 -7.145 -2.342  -0.34
C: -2.164 -6.077 -1.754  0.58
C: -2.659 -4.794 -1.966  -0.03
F: -3.714 -4.619 -2.784  -0.42
C: -2.087 -3.712 -1.321  -0.54
F: -2.631 -2.490 -1.499  -0.37
C: -0.990 -3.838 -0.455  0.83
S: -0.313 -2.539 0.433  0.03
C: -0.505 -5.150 -0.277  0.03
F: 0.537 -5.358 0.543  -0.35
C: -1.084 -6.244 -0.891  0.26
F: -0.626 -7.484 -0.647  -0.33
O: -2.181 -0.040 0.660  0.84
N: -2.721 -0.849 1.510  -0.51
C: -2.271 -0.931 2.784  -0.09
C: -2.884 -1.757 3.693  -1.07
C: -3.987 -2.518 3.315  -0.37
C: -4.448 -2.401 2.007  -0.85
C: -3.807 -1.564 1.131  -0.30
H: -1.398 -0.335 3.016  0.61
H: -2.510 -1.808 4.704  0.43
H: -4.469 -3.184 4.011  0.41
H: -5.311 -2.954 1.669  0.44
H: -4.115 -1.432 0.105  0.55
N: 5.243 -2.020 7.751  -0.57
C: 4.565 -1.763 6.860  -0.01
C: 3.727 -1.444 5.775  0.59
C: 4.149 -0.525 4.806  -0.88
C: 3.324 -0.205 3.754  -0.12
C: 2.053 -0.795 3.640  -0.59
C: 1.648 -1.727 4.607  -0.54
C: 2.468 -2.046 5.663  -0.79
C: 1.213 -0.463 2.563  1.46
C: 0.520 -0.141 1.609  0.95
H: 5.128 -0.074 4.898  0.46
H: 3.650 0.499 3.001  0.50
H: 0.684 -2.201 4.494  0.55
H: 2.153 -2.761 6.412  0.45

Properties
- ⟨S²⟩ = 3.84
- largest force on an atom (eV/Å) = 1.993
- highest occupied orbital energy (alpha / beta) (eV) = -3.09 / -4.75
- gap between HOMO and LUMO (alpha / beta) (eV) = 4.20 / 5.53
- charge = -1
- spin multiplicity = 4

***

> Which formula does entry 2 have?

C64H33F5I4MoN6OS